1.
{
  "formula": "C12H29Br2CaCl3FMgNO7P2S",
  "method": "ωB97M-V with the def2-TZVPD basis set",
  "elements": ["C", "C", "O", "P", "O", "C", "C", "C", "P", "O", "C", "C", "H", "H", "H", "H", "H", "H", "H", "H", "H", "H", "H", "H", "H", "H", "H", "H", "H", "H", "H", "H", "F", "Mg", "O", "S", "O", "O", "O", "Br", "C", "C", "Br", "H", "H", "H", "H", "Ca", "C", "Cl", "Cl", "H", "H", "C", "C", "N", "H", "H", "H", "Cl"],
  "positions_angstrom": [[3.3443, -1.9392, -0.5739], [3.2813, -0.4462, -1.2541], [2.5563, -0.4745, -2.5131], [0.8925, -0.0934, -2.3010], [0.3679, 0.2554, -3.6935], [-0.0911, -1.4914, -1.4951], [-1.3885, -1.9048, -2.3061], [-2.7363, -1.4001, -1.6411], [-4.0595, -2.7851, -1.4274], [0.7235, 1.2351, -1.2849], [-0.5927, 1.8494, -1.4605], [-1.2945, 2.2059, -0.0770], [2.3796, -2.1612, -0.0568], [4.1803, -1.8695, 0.1896], [3.6545, -2.7541, -1.3373], [2.9554, 0.3489, -0.5316], [4.3922, -0.1872, -1.5222], [-0.4163, -1.1408, -0.4683], [0.5672, -2.3934, -1.2974], [-1.3843, -1.5542, -3.3765], [-1.4009, -3.0388, -2.3416], [-3.2125, -0.5905, -2.2767], [-2.5827, -0.9352, -0.6232], [-5.1191, -1.8755, -1.7669], [-3.6565, -2.9212, -0.0379], [-3.5047, -3.5681, -2.5150], [-5.0451, -3.8550, -1.2679], [-1.3294, 1.1989, -2.0223], [-0.4072, 2.8195, -2.0002], [-1.8992, 1.2988, 0.2583], [-0.5743, 2.5440, 0.7022], [-2.0587, 3.0132, -0.2861], [0.7043, 3.5622, -0.5930], [-3.2104, -4.1319, 1.3681], [-3.2466, 1.0460, 4.7336], [-2.7715, -0.1773, 4.0836], [-2.7689, -0.0079, 2.6248], [-3.6149, -1.3178, 4.4594], [-1.3669, -0.4620, 4.5312], [0.5082, 0.2389, 3.4040], [1.1159, 1.0910, 5.0440], [2.3977, 1.8304, 4.8038], [3.9009, 0.5918, 4.6912], [1.2000, 0.3111, 5.7977], [0.3174, 1.7778, 5.3262], [2.6228, 2.4851, 5.6403], [2.3952, 2.4120, 3.8802], [4.7464, -1.6059, -2.7954], [-7.2231, 0.3924, -3.3404], [-6.3795, 0.3395, -1.7891], [-6.6669, -0.8945, -4.4191], [-8.2887, 0.2699, -3.1659], [-7.0334, 1.3534, -3.8112], [7.0174, 2.5209, -0.9062], [7.3895, 1.0855, -1.0431], [7.6865, -0.0318, -1.1495], [7.7164, 3.1384, -1.4702], [6.0091, 2.6806, -1.2898], [7.0499, 2.8117, 0.1440], [3.5202, 1.2693, 7.4525]],
  "forces_ev_per_angstrom": [[0.970, 1.727, 0.060], [0.729, -1.131, 0.629], [0.692, 0.009, 2.098], [-4.926, 3.915, -2.319], [1.893, -1.695, 2.685], [0.537, -0.465, 0.617], [-0.497, -0.177, -0.017], [0.531, 0.743, -0.211], [-0.517, 0.796, -1.357], [1.831, -4.047, -1.553], [-2.336, 1.978, 0.548], [-0.508, -1.274, -0.626], [0.881, -0.145, -0.730], [-1.008, -0.301, -0.631], [-1.080, 0.533, 1.302], [0.126, -0.652, -0.686], [-1.591, 0.961, 1.181], [0.555, -0.075, -1.139], [-0.670, 0.886, -0.439], [0.383, -0.317, 1.161], [0.044, 1.133, 0.023], [0.553, -0.896, 0.628], [-0.004, -0.447, -0.897], [0.406, -0.420, 0.070], [-0.206, 0.293, -0.544], [-0.009, 0.327, 0.262], [0.154, -0.162, 0.541], [1.105, 0.180, 0.339], [-0.096, -1.320, 0.492], [0.701, 0.974, -0.100], [-0.633, -0.239, -0.891], [1.031, -0.753, 0.211], [1.131, 1.059, 0.195], [0.299, -0.595, 1.041], [0.907, -0.534, -0.051], [-4.603, 1.875, -1.760], [0.770, -0.329, 0.352], [1.285, -0.252, 0.302], [2.258, -0.931, 0.789], [-0.354, -0.105, 0.113], [-0.065, 0.239, 0.560], [0.183, 0.227, -0.654], [-0.313, -0.034, -0.922], [0.112, 0.015, -0.105], [-0.042, -0.056, -0.207], [-0.014, -0.207, 0.180], [-0.100, -0.181, 0.030], [0.123, -0.233, -1.364], [-0.126, 0.162, 0.015], [-0.144, 0.260, 0.020], [-0.037, -0.007, -0.084], [0.136, -0.106, 0.023], [0.107, -0.133, 0.044], [0.248, -0.657, -0.011], [0.097, -0.240, -0.010], [-0.893, 0.985, -0.200], [-0.014, -0.099, 0.016], [0.042, -0.013, 0.045], [-0.012, -0.082, -0.046], [-0.016, 0.032, 0.983]],
  "homo_lumo_gap_ev": 1.6,
  "homo_energy_ev": -6.458,
  "total_charge": 0,
  "e_tot_ha": -9642.49507
}

***

2.
{
  "formula": "C12H29CdNO2S2",
  "method": "ωB97M-V with the def2-TZVPD basis set",
  "elements": ["Cd", "S", "S", "C", "C", "C", "N", "C", "C", "H", "H", "H", "H", "H", "H", "H", "H", "C", "H", "H", "H", "H", "H", "H", "H", "C", "C", "H", "H", "H", "H", "C", "O", "C", "C", "O", "C", "H", "H", "H", "H", "H", "H", "H", "H", "H", "H"],
  "positions_angstrom": [[-0.1342, 0.0209, 0.2815], [-1.0948, 2.3016, 0.1124], [-0.9739, -2.2814, 0.2414], [-2.9163, 2.3611, -0.0141], [-0.6091, 2.4114, -1.6576], [-0.9320, 1.1684, -2.4564], [-0.2555, -0.0345, -1.9226], [-0.8709, -1.2959, -2.3905], [-0.4931, -2.4766, -1.5242], [0.4606, 2.6122, -1.6432], [-1.0940, 3.2806, -2.0973], [-0.6750, 1.3344, -3.5059], [-2.0025, 0.9816, -2.4237], [-0.6020, -1.5074, -3.4288], [-1.9491, -1.1596, -2.3701], [0.5838, -2.6335, -1.5051], [-0.9460, -3.3887, -1.9078], [-2.7945, -2.4124, 0.1312], [0.7085, -0.0186, -2.2416], [-3.2194, -1.6318, -0.4905], [-3.1702, -2.3037, 1.1432], [-3.0687, -3.3926, -0.2467], [-3.2951, 2.3052, 1.0011], [-3.3106, 1.5274, -0.5850], [-3.2234, 3.3041, -0.4561], [5.2454, 0.2351, -1.5371], [5.3270, 0.2900, -0.2171], [5.1794, 1.1297, -2.1432], [5.2411, -0.7069, -2.0706], [5.3312, 1.2320, 0.3164], [5.3930, -0.6046, 0.3890], [2.3164, -0.8769, 1.0435], [1.6132, 0.3443, 1.0698], [1.1401, 0.6232, 2.3893], [-0.0646, -0.2610, 2.8777], [-1.1728, -0.2616, 1.9711], [-2.2518, 0.4769, 2.4838], [2.6895, -1.0440, 0.0124], [1.6715, -1.7390, 1.3043], [3.2022, -0.8421, 1.7149], [1.9700, 0.5669, 3.1296], [0.8058, 1.6815, 2.3987], [0.2671, -1.3105, 3.0066], [-0.3346, 0.0838, 3.9046], [-2.5908, 0.0377, 3.4481], [-1.9829, 1.5413, 2.6503], [-3.1200, 0.3319, 1.8135]],
  "forces_ev_per_angstrom": [[-2.332, 0.232, -5.173], [-0.666, 1.452, -0.856], [-0.383, -2.050, -1.336], [0.226, -0.045, 0.077], [0.014, 0.138, 0.339], [-0.095, -0.070, -0.093], [0.069, -0.028, -1.011], [-0.094, 0.054, -0.117], [-0.111, -0.326, 0.460], [0.127, 0.048, -0.002], [-0.030, 0.045, 0.049], [0.039, -0.009, 0.031], [-0.116, -0.038, -0.013], [0.036, 0.026, 0.030], [-0.122, 0.030, -0.010], [0.141, -0.050, -0.030], [0.015, -0.031, -0.027], [0.353, 0.310, 0.141], [0.102, 0.011, -0.174], [-0.030, 0.055, -0.093], [-0.036, -0.046, 0.109], [0.120, -0.071, -0.015], [-0.058, 0.161, -0.088], [-0.021, -0.072, -0.080], [0.115, 0.071, -0.050], [-0.199, -0.019, -0.057], [-0.190, 0.045, 0.063], [0.078, 0.038, 0.024], [0.095, -0.046, 0.007], [0.082, 0.055, -0.022], [0.138, -0.074, -0.031], [1.859, -1.770, -0.460], [2.678, 0.717, 1.979], [-0.537, 1.247, 2.131], [1.729, -0.664, 1.311], [-0.967, -0.028, 3.889], [-1.847, 0.226, 1.108], [-0.166, 0.300, 0.581], [0.280, 0.405, 0.119], [-0.642, 0.013, -0.374], [-0.505, -0.207, -0.521], [0.282, -0.499, -0.249], [-0.256, 0.422, -0.182], [0.024, -0.078, -0.879], [0.427, 0.316, -0.433], [-0.272, -0.556, -0.205], [0.645, 0.359, 0.134]],
  "homo_lumo_gap_ev": 9.7,
  "homo_energy_ev": -14.964,
  "total_charge": 2,
  "e_tot_ha": -1643.29716
}

***

3.
{
  "formula": "C12H29CoN4O7P",
  "method": "ωB97M-V with the def2-TZVPD basis set",
  "elements": ["O", "H", "Co", "N", "N", "N", "N", "O", "O", "O", "O", "C", "C", "C", "C", "C", "H", "H", "H", "C", "H", "H", "H", "C", "C", "H", "H", "H", "H", "H", "H", "H", "H", "C", "H", "H", "H", "O", "H", "H", "C", "P", "C", "C", "O", "H", "H", "H", "H", "H", "H", "H", "H", "H"],
  "positions_angstrom": [[-0.9327, 0.6622, -3.3698], [-1.3511, 0.8432, -4.2279], [-0.3182, 0.0584, -0.5648], [-0.2846, 1.6290, 0.4050], [1.0946, 0.8160, -1.4622], [-1.6129, -0.7771, 0.4264], [-0.4155, -1.4868, -1.5396], [-0.9511, 1.8908, 1.4878], [-2.0279, -0.3949, 1.6507], [0.4256, -1.8481, -2.5071], [1.8512, 0.2402, -2.3252], [1.3946, 2.0991, -1.1112], [0.6013, 2.5693, -0.0411], [-2.0228, -1.9974, 0.0105], [-1.3155, -2.4141, -1.1522], [0.6555, 3.9000, 0.6049], [0.9041, 3.8228, 1.6712], [-0.3117, 4.4145, 0.5235], [1.4111, 4.5296, 0.1254], [2.4766, 2.8012, -1.8388], [2.2729, 2.8131, -2.9180], [3.4436, 2.3026, -1.6865], [2.5652, 3.8360, -1.4952], [-2.9840, -2.8090, 0.7939], [-1.4190, -3.7351, -1.8139], [-3.6317, -2.1731, 1.4076], [-2.4577, -3.5067, 1.4636], [-3.6105, -3.4106, 0.1236], [-0.9180, -3.7125, -2.7870], [-2.4728, -4.0072, -1.9516], [-0.9574, -4.5197, -1.1964], [-1.6628, 0.5872, 1.7014], [1.0868, -1.0327, -2.5453], [-1.8766, 1.0677, -2.3189], [-1.6962, 2.1145, -2.0455], [-1.8372, 0.3868, -1.4451], [-2.9052, 1.0125, -2.7127], [-4.4339, 2.8977, -0.5754], [-5.2174, 2.3295, -0.4481], [-3.9361, 2.8044, 0.2564], [2.5596, -2.7122, 2.4768], [2.1135, -1.0612, 1.9379], [1.1462, -0.2996, 3.2472], [3.6238, -0.1055, 1.7429], [1.3581, -1.1214, 0.6350], [3.2152, -3.1782, 1.7315], [1.6513, -3.3179, 2.5809], [3.0764, -2.6572, 3.4423], [1.5889, -0.5484, 4.2206], [1.1406, 0.7882, 3.1177], [0.1146, -0.6654, 3.2034], [4.2194, -0.5300, 0.9252], [3.3645, 0.9303, 1.4936], [4.2051, -0.1247, 2.6727]],
  "forces_ev_per_angstrom": [[-1.039, 0.318, 0.735], [0.197, -0.084, 0.478], [0.873, -0.653, 0.917], [0.326, 1.434, 1.534], [1.750, 0.238, -1.334], [-0.210, 0.996, 1.496], [1.849, 0.354, -1.442], [0.641, -0.122, -1.440], [0.267, 0.533, -0.705], [0.039, 0.675, 0.564], [-1.100, 0.953, 1.123], [-0.194, -0.414, -0.048], [-0.409, -0.555, -0.058], [0.926, -2.236, -2.330], [-2.450, -0.670, 2.781], [0.329, 0.509, -0.036], [-0.156, -0.078, -0.214], [0.161, -0.230, 0.083], [-0.177, -0.128, 0.127], [0.240, 0.573, 0.095], [0.029, -0.139, 0.267], [-0.271, 0.025, -0.077], [0.021, -0.225, -0.098], [-0.411, -0.339, 0.020], [-0.250, -0.297, -0.203], [0.179, -0.175, -0.178], [-0.114, 0.209, -0.127], [0.146, 0.115, 0.172], [-0.180, -0.083, 0.267], [0.227, 0.012, 0.002], [-0.048, 0.201, -0.160], [-0.301, -0.694, 0.211], [-0.386, -0.752, -0.191], [-0.032, 0.468, -1.888], [-0.006, -0.278, 0.172], [-0.540, 0.393, -0.806], [0.299, -0.080, 0.392], [-0.077, -0.610, 0.531], [0.477, 0.444, -0.097], [-0.327, 0.116, -0.416], [0.172, -0.034, 0.247], [-0.433, -0.097, -0.861], [0.199, 0.026, 0.295], [0.183, -0.033, 0.273], [-0.295, 0.336, -0.031], [-0.146, 0.122, 0.158], [0.184, 0.165, -0.013], [-0.055, -0.154, -0.165], [-0.183, 0.162, -0.136], [-0.030, -0.169, 0.040], [0.219, -0.017, 0.009], [-0.154, 0.054, 0.206], [0.040, -0.189, 0.071], [-0.001, 0.104, -0.212]],
  "de_lowest_kj_mol": 0.0,
  "s2": 6.08,
  "homo_lumo_gap_ev": [5.9, 7.4],
  "spin_multiplicity": 5,
  "homo_energy_ev": [-9.811, -12.580],
  "total_charge": 1,
  "e_tot_ha": -2944.04860
}